DFT (the ωB97M-V functional and the def2-TZVPD basis) results for a molecular structure, C23H18N10O2SeSn.

Atoms and positions in Å:
Sn1 0.71 -0.47 0.35
C1 2.49 2.96 2.94
C2 1.35 3.54 3.46
C3 0.10 3.18 2.97
C4 0.05 2.24 1.96
N1 1.14 1.65 1.47
C5 2.34 2.00 1.95
C6 -1.21 1.82 1.29
C7 -2.43 2.44 1.49
C8 -3.51 2.06 0.72
C9 -3.35 1.10 -0.27
C10 -2.11 0.51 -0.43
N2 -1.08 0.84 0.38
C11 -1.79 -0.46 -1.52
C12 -2.71 -0.82 -2.49
C13 -2.32 -1.71 -3.47
C14 -1.04 -2.23 -3.45
C15 -0.18 -1.83 -2.44
N3 -0.55 -0.96 -1.51
H1 3.47 3.22 3.29
H2 1.42 4.28 4.25
H3 -0.79 3.62 3.38
H4 3.20 1.48 1.54
H5 -2.53 3.22 2.23
H6 -4.48 2.52 0.87
H7 -4.17 0.84 -0.91
H8 -3.71 -0.41 -2.49
H9 -3.02 -2.01 -4.24
H10 -0.70 -2.94 -4.20
H11 0.81 -2.24 -2.37
O1 3.74 -2.35 -1.64
C16 2.93 -1.59 -1.20
O2 1.98 -1.90 -0.34
C17 2.92 -0.14 -1.65
C18 3.81 0.34 -2.59
C19 3.70 1.66 -2.99
C20 2.70 2.46 -2.44
C21 1.85 1.91 -1.50
N4 1.96 0.63 -1.11
H12 4.56 -0.33 -2.98
H13 4.38 2.07 -3.72
H14 2.58 3.49 -2.74
H15 1.07 2.49 -1.03
N5 -1.36 -5.53 1.01
N6 -1.42 -4.16 1.14
N7 -2.51 -3.55 1.55
C22 -2.16 -2.28 1.41
N8 -0.91 -2.17 0.93
N9 -0.45 -3.40 0.76
H16 -1.99 -5.94 1.70
H17 -0.41 -5.83 1.14
H18 -2.79 -1.45 1.69
Se1 1.51 -1.23 2.71
C23 -0.04 -0.51 3.38
N10 -1.06 -0.12 3.75

Calculated values
Gap between HOMO and LUMO: 7.55 eV
Charge: +2
Total energy: -114303.38332 eV
Maximum force: 0.3 eV Å⁻¹
Energy above the lowest of the compared OMol25 structures with the same formula, charge and spin: 0.046 eV
E_HOMO: -14.55 eV

---

DFT (the ωB97M-V functional and the def2-TZVPD basis) results for 5 unconnected molecules or ions with the total composition C3H14O4 at a distorted geometry.

Atoms and positions in Å:
C1 -2.40 -2.80 -1.48
C2 -1.80 -2.94 -2.69
C3 -1.58 -1.66 -3.50
H1 -2.27 -3.58 -0.71
H2 -3.13 -2.03 -1.27
H3 -1.93 -3.79 -3.36
H4 -2.00 -0.77 -3.06
H5 -0.56 -1.33 -3.26
H6 -1.95 -1.88 -4.50
O1 0.69 -0.01 0.18
H7 0.56 -0.77 0.75
H8 1.46 0.45 0.52
O2 1.03 -2.34 2.20
H9 0.12 -2.01 2.19
H10 0.97 -3.25 2.51
O3 0.46 3.02 3.23
H11 1.08 2.31 3.09
H12 -0.24 2.61 3.75
O4 2.44 5.20 0.39
H13 3.38 5.33 0.55
H14 1.94 5.84 0.91

Calculated values
Gap between HOMO and LUMO: 9.05 eV
Charge: 0
Total energy: -11525.42738 eV
Maximum force: 3.5 eV Å⁻¹
Energy above the lowest of the compared OMol25 structures with the same formula, charge and spin: 3.181 eV
E_HOMO: -8.70 eV
Structure (SMILES): C=CC.O.O.O.O

---

DFT (the ωB97M-V functional and the def2-TZVPD basis) results for 10 unconnected molecules or ions with the total composition C52H46N10O16 at a distorted geometry.

Atoms and positions in Å:
O1 -0.23 2.54 7.16
N1 -1.09 3.31 6.69
O2 -1.69 4.01 7.45
C1 -1.36 3.50 5.30
C2 -0.75 2.66 4.38
C3 -1.14 2.71 3.05
C4 -2.23 3.48 2.64
C5 -2.56 4.56 3.51
C6 -2.11 4.56 4.77
H1 0.05 1.96 4.62
H2 -0.87 1.94 2.34
H3 -2.58 3.49 1.62
H4 -3.18 5.40 3.23
H5 -2.45 5.33 5.45
O3 2.15 7.32 -1.08
N2 2.56 6.59 -0.19
O4 3.20 6.98 0.80
C7 2.10 5.19 -0.22
C8 2.13 4.39 0.87
C9 1.72 3.07 0.83
C10 1.35 2.57 -0.44
C11 1.44 3.30 -1.60
C12 1.95 4.62 -1.46
H6 2.42 4.97 1.73
H7 1.58 2.45 1.71
H8 0.93 1.58 -0.42
H9 1.29 2.98 -2.62
H10 2.02 5.31 -2.29
O5 -0.85 -4.91 0.69
N3 -2.05 -4.65 0.74
O6 -2.80 -4.81 1.73
C13 -2.72 -4.06 -0.48
C14 -4.12 -3.89 -0.51
C15 -4.65 -3.39 -1.68
C16 -3.87 -3.01 -2.78
C17 -2.53 -3.19 -2.76
C18 -1.96 -3.77 -1.63
H11 -4.74 -4.27 0.28
H12 -5.70 -3.46 -1.91
H13 -4.27 -2.55 -3.68
H14 -1.92 -2.89 -3.59
H15 -0.92 -4.06 -1.58
O7 -2.74 0.20 -3.28
N4 -3.05 0.12 -2.08
O8 -2.32 0.13 -1.13
C19 -4.52 0.13 -1.85
C20 -5.44 0.14 -2.89
C21 -6.74 0.27 -2.67
C22 -7.25 0.22 -1.40
C23 -6.36 0.14 -0.34
C24 -4.99 0.15 -0.53
H16 -5.15 0.04 -3.93
H17 -7.42 0.29 -3.51
H18 -8.29 0.46 -1.21
H19 -6.67 0.14 0.69
H20 -4.32 0.07 0.31
O9 -4.24 1.69 6.02
N5 -4.82 0.95 5.26
O10 -6.06 0.92 5.17
C25 -4.15 -0.02 4.41
C26 -4.86 -0.80 3.43
C27 -4.17 -1.69 2.59
C28 -2.79 -1.78 2.79
C29 -2.07 -1.04 3.71
C30 -2.79 -0.21 4.62
H21 -5.93 -0.68 3.33
H22 -4.63 -2.28 1.81
H23 -2.20 -2.42 2.15
H24 -0.99 -1.08 3.79
H25 -2.15 0.36 5.28
O11 2.85 -2.99 1.61
N6 4.04 -2.90 1.46
O12 4.86 -2.64 2.28
C31 4.57 -2.98 0.08
C32 3.63 -3.21 -0.93
C33 3.95 -3.24 -2.30
C34 5.25 -2.88 -2.73
C35 6.20 -2.62 -1.74
C36 5.91 -2.57 -0.38
H26 2.61 -3.47 -0.71
H27 3.20 -3.51 -3.03
H28 5.41 -2.81 -3.79
H29 7.25 -2.47 -1.95
H30 6.63 -2.31 0.39
O13 1.19 0.22 -2.69
N7 0.70 -0.43 -3.68
O14 -0.28 -1.19 -3.53
C37 1.27 -0.17 -4.96
C38 2.56 0.31 -5.07
C39 3.15 0.42 -6.31
C40 2.53 0.05 -7.54
C41 1.28 -0.54 -7.38
C42 0.67 -0.68 -6.15
H31 3.18 0.62 -4.25
H32 4.17 0.79 -6.24
H33 3.19 0.04 -8.40
H34 0.83 -1.16 -8.15
H35 -0.28 -1.18 -6.17
O15 6.90 2.71 -2.71
N8 5.97 1.94 -2.47
O16 5.41 1.17 -3.30
C43 5.53 1.69 -1.11
C44 6.03 2.47 -0.03
C45 5.53 2.30 1.26
C46 4.60 1.34 1.52
C47 4.01 0.59 0.54
C48 4.52 0.80 -0.75
H36 6.80 3.18 -0.31
H37 5.75 3.02 2.04
H38 4.05 1.15 2.43
H39 3.22 -0.13 0.68
H40 3.97 0.29 -1.53
C49 -0.10 -1.75 -0.15
C50 0.41 -0.82 0.94
N9 0.80 -0.08 1.74
H41 0.22 -1.39 -1.12
H42 -1.15 -2.03 -0.10
H43 0.53 -2.62 0.05
C51 0.73 -3.55 3.71
C52 -0.43 -4.19 4.30
N10 -1.28 -4.71 4.85
H44 1.65 -3.77 4.26
H45 0.67 -2.46 3.65
H46 0.69 -3.90 2.68

Calculated values
Gap between HOMO and LUMO: 7.89 eV
Charge: 0
Total energy: -102305.17846 eV
Maximum force: 4.1 eV Å⁻¹
Energy above the lowest of the compared OMol25 structures with the same formula, charge and spin: 4.016 eV
E_HOMO: -9.65 eV
Structure (SMILES): O=[N+]([O-])c1ccccc1.O=[N+]([O-])c1ccccc1.O=[N+]([O-])c1ccccc1.O=[N+]([O-])c1ccccc1.O=[N+]([O-])c1ccccc1.O=[N+]([O-])c1ccccc1.O=[N+]([O-])c1ccccc1.O=[N+]([O-])c1ccccc1.CC#N.CC#N

---

DFT (the ωB97M-V functional and the def2-TZVPD basis) results for 10 unconnected molecules or ions with the total composition C29H44BrCl18F2NO8S3 at a distorted geometry.

Atoms and positions in Å:
C1 -1.14 -6.07 1.16
C2 -1.26 -4.82 0.69
C3 -1.09 -3.41 -0.07
C4 0.46 -3.10 -0.48
N1 0.78 -4.15 -1.49
C5 1.86 -3.95 -2.17
S1 3.30 -3.37 -2.79
C6 1.49 -3.26 0.75
Br1 2.18 -5.10 1.06
O1 0.83 -2.87 1.99
S2 0.57 -1.19 1.93
O2 1.48 -0.59 2.96
O3 -0.85 -1.01 2.46
C7 0.74 -0.47 0.22
C8 -0.37 0.74 0.16
C9 -0.21 1.85 1.30
C10 0.22 3.29 0.66
C11 0.48 4.34 1.89
C12 2.01 4.33 2.40
C13 3.00 5.29 1.55
C14 4.34 4.57 1.05
C15 5.21 3.89 2.21
O4 6.59 3.59 1.77
C16 6.59 2.50 0.84
C17 6.87 0.95 1.26
O5 6.40 2.70 -0.40
S3 2.39 0.39 -0.09
O6 3.49 -0.55 -0.48
O7 2.87 1.23 1.05
F1 2.16 1.43 -1.42
C18 0.51 -1.57 -0.99
C19 -0.78 -1.16 -1.92
C20 -0.92 -2.15 -3.21
O8 -0.01 -2.28 -4.06
F2 -2.16 -2.87 -3.38
H1 -0.76 -7.09 1.52
H2 -1.76 -3.52 -1.01
H3 -1.56 -2.57 0.55
H4 2.44 -2.59 0.66
H5 -1.43 0.28 0.30
H6 -0.29 1.31 -0.85
H7 0.56 1.63 2.12
H8 -1.25 2.04 1.78
H9 1.20 3.24 0.08
H10 -0.60 3.72 -0.02
H11 0.19 5.41 1.60
H12 -0.16 3.96 2.76
H13 1.99 4.78 3.47
H14 2.46 3.29 2.51
H15 3.32 6.17 2.23
H16 2.40 5.77 0.69
H17 5.02 5.39 0.57
H18 4.07 3.82 0.22
H19 4.76 2.86 2.49
H20 5.30 4.60 3.11
H21 6.57 0.30 0.36
H22 6.20 0.70 2.16
H23 7.99 0.78 1.50
H24 1.40 -1.34 -1.71
H25 -0.63 -0.12 -2.41
H26 -1.75 -1.09 -1.34
Cl1 0.42 3.85 -3.47
C21 -0.65 2.49 -3.81
Cl2 -1.73 2.17 -2.44
H27 -1.26 2.73 -4.69
H28 -0.05 1.61 -4.01
Cl3 -3.53 2.14 -5.16
C22 -4.97 2.97 -4.54
Cl4 -5.12 2.78 -2.80
H29 -4.88 4.04 -4.77
H30 -5.85 2.56 -5.03
Cl5 -4.09 -6.66 5.60
C23 -3.33 -5.37 4.66
Cl6 -2.61 -6.00 3.17
H31 -4.08 -4.63 4.40
H32 -2.55 -4.91 5.26
Cl7 -4.84 -7.07 -0.68
C24 -3.58 -6.75 -1.87
Cl8 -2.07 -6.26 -1.09
H33 -3.40 -7.65 -2.45
H34 -3.91 -5.95 -2.53
Cl9 0.18 -5.08 -7.53
C25 0.97 -4.45 -6.08
Cl10 2.70 -4.81 -6.09
H35 0.83 -3.37 -6.03
H36 0.52 -4.92 -5.20
Cl11 -6.95 5.67 -2.31
C26 -6.17 6.29 -0.84
Cl12 -4.44 5.93 -0.83
H37 -6.31 7.37 -0.80
H38 -6.63 5.82 0.03
Cl13 -0.33 0.86 7.12
C27 0.96 0.38 6.01
Cl14 2.11 1.71 5.75
H39 1.50 -0.46 6.44
H40 0.53 0.10 5.05
Cl15 -3.68 -7.40 -8.98
C28 -3.54 -5.69 -8.55
Cl16 -4.54 -5.30 -7.14
H41 -2.50 -5.47 -8.32
H42 -3.87 -5.08 -9.39
Cl17 0.62 5.28 9.81
C29 -0.63 4.46 8.86
Cl18 -1.10 5.42 7.45
H43 -0.24 3.50 8.52
H44 -1.50 4.30 9.49

Calculated values
Gap between HOMO and LUMO: 6.81 eV
Charge: 0
Total energy: -382029.80133 eV
Maximum force: 8.6 eV Å⁻¹
E_HOMO: -8.68 eV
Structure (SMILES): C#CC[C@]1(N=C=S)[C@H](Br)OS(=O)(=O)[C@@](CCCCCCCCOC(C)=O)(S(=O)(=O)F)[C@@H]1CC(=O)F.ClCCl.ClCCl.ClCCl.ClCCl.ClCCl.ClCCl.ClCCl.ClCCl.ClCCl